(1)
This record from OMol25 describes a gas-phase ion, C2H4NS (charge +1). The level of theory is the ωB97M-V functional and the def2-TZVPD basis.

The geometry in ORCA input format:
```
! wB97M-V def2-TZVPD RIJCOSX def2/J DEFGRID3
* xyz 1 1
C -0.1107 -0.0436 -0.0453
C 1.1127 -0.0440 0.0514
N -1.5173 -0.0311 -0.1000
S 2.7365 -0.3608 -0.1347
H -1.8213 0.8321 0.4990
H -1.9634 -1.0117 -0.0918
H -1.7379 0.3024 -1.0095
H 3.3014 0.3566 0.8309
*
```

Results
E_LUMO: -4.535 eV
calculated total energy: -14453.77782 eV
energy above the lowest of the compared OMol25 structures with the same formula, charge and spin: 1.559 eV

***

(2)
This record from OMol25 describes 2 unconnected molecules or ions with the total composition C2H4O2. The level of theory is the ωB97M-V functional and the def2-TZVPD basis.

The geometry in ORCA input format:
```
! wB97M-V def2-TZVPD RIJCOSX def2/J DEFGRID3
* xyz -1 2
H 0.8297 -1.6149 2.0104
C -0.3238 0.5713 -0.1750
C 0.8458 -0.1984 -0.4026
O 1.9896 0.2827 -0.3437
O -1.5061 0.0001 -0.3661
H 0.6749 -1.2290 -0.7777
H -0.2764 1.5941 0.2050
H -2.2338 0.5941 -0.1503
*
```

Results
expectation value of S²: 0.7812
E_LUMO (alpha / beta): 3.747 / 3.706 eV
calculated total energy: -6230.00166 eV
energy above the lowest of the compared OMol25 structures with the same formula, charge and spin: 1.558 eV

***

(3)
This record from OMol25 describes 2 unconnected molecules or ions with the total composition C2H4O2. The level of theory is the ωB97M-V functional and the def2-TZVPD basis.

The geometry in ORCA input format:
```
! wB97M-V def2-TZVPD RIJCOSX def2/J DEFGRID3
* xyz 0 1
O -1.4448 -2.6020 -0.5079
C -0.3554 -3.0059 -0.9739
H -0.1963 -3.9604 -1.5298
H 0.5461 -2.3740 -0.7908
O -0.5324 2.7419 1.7083
C 0.3512 3.0341 0.9325
H 0.9396 3.9803 0.8693
H 0.6920 2.1860 0.2922
*
```

Results
E_LUMO: 0.567 eV
calculated total energy: -6231.61267 eV
energy above the lowest of the compared OMol25 structures with the same formula, charge and spin: 2.695 eV

***

(4)
This record from OMol25 describes a molecular structure, C2H4O2P. The level of theory is the ωB97M-V functional and the def2-TZVPD basis.

The geometry in ORCA input format:
```
! wB97M-V def2-TZVPD RIJCOSX def2/J DEFGRID3
* xyz -1 3
C 0.7174 -0.9151 0.0400
C 0.2302 0.9497 -0.1794
O -2.2505 0.6188 0.6081
O -0.6264 -1.2236 0.1140
P -1.4266 0.1824 -0.5850
H 1.1577 -1.4525 -0.8183
H 1.2412 -0.9478 0.9498
H 0.2651 1.2468 0.8732
H 0.6919 1.5412 -1.0023
*
```

Results
expectation value of S²: 2.0104
E_LUMO (alpha / beta): 4.622 / 2.832 eV
calculated total energy: -15518.97819 eV
energy above the lowest of the compared OMol25 structures with the same formula, charge and spin: 1.486 eV

***

(5)
This record from OMol25 describes a gas-phase ion, C2H4O2P (charge +1). The level of theory is the ωB97M-V functional and the def2-TZVPD basis.

The geometry in ORCA input format:
```
! wB97M-V def2-TZVPD RIJCOSX def2/J DEFGRID3
* xyz 1 1
C 0.4090 -1.3881 -0.0522
C 0.4199 1.3914 -0.0480
O 1.6906 -1.2166 -0.0662
O 1.7003 1.2176 -0.0696
P 2.7277 -0.0054 0.0536
H -0.2183 -1.0000 0.7311
H 0.0196 -2.1377 -0.7286
H 0.0333 2.1495 -0.7156
H -0.2065 0.9879 0.7284
*
```

Results
E_LUMO (alpha / beta): -6.375 / -6.380 eV
calculated total energy: -15511.36380 eV
energy above the lowest of the compared OMol25 structures with the same formula, charge and spin: 3.892 eV

***

(6)
This record from OMol25 describes 2 unconnected molecules or ions with the total composition C2H4O2P2. The level of theory is the ωB97M-V functional and the def2-TZVPD basis.

The geometry in ORCA input format:
```
! wB97M-V def2-TZVPD RIJCOSX def2/J DEFGRID3
* xyz 0 1
C -1.4027 -0.5318 -1.3128
C 1.9102 0.0959 0.6612
O -1.1298 2.0308 -0.1513
O -1.4029 -0.3235 1.0266
P -1.9939 -1.5058 -0.0218
P -0.6859 0.6801 -0.2338
H -1.4190 -0.6203 -2.3189
H 2.2719 1.1642 0.6599
H 1.1584 -0.3571 1.3515
H 2.6936 -0.6325 0.3393
*
```

Results
E_LUMO (alpha / beta): -0.914 / -1.457 eV
calculated total energy: -24808.38582 eV
energy above the lowest of the compared OMol25 structures with the same formula, charge and spin: 3.216 eV

***

(7)
This record from OMol25 describes C2H4O2S in the gas phase. The level of theory is the ωB97M-V functional and the def2-TZVPD basis.

The geometry in ORCA input format:
```
! wB97M-V def2-TZVPD RIJCOSX def2/J DEFGRID3
* xyz 0 1
C 0.7201 0.4576 -0.2491
C -0.7529 0.2214 -0.5818
H -0.0306 -0.8158 1.5167
H 1.3708 0.1660 -1.0724
H 0.9552 1.5195 -0.1206
H -0.3997 0.9938 -2.2750
O -1.1323 0.5551 -1.8407
O -1.4816 -0.3054 0.2338
S 1.2008 -0.4959 1.2370
*
```

Results
E_LUMO: 0.355 eV
calculated total energy: -17068.97856 eV
energy above the lowest of the compared OMol25 structures with the same formula, charge and spin: 0.292 eV

***

(8)
This record from OMol25 describes C2H4O2S in the gas phase. The level of theory is the ωB97M-V functional and the def2-TZVPD basis.

The geometry in ORCA input format:
```
! wB97M-V def2-TZVPD RIJCOSX def2/J DEFGRID3
* xyz 0 1
C 0.6242 0.4262 0.1846
C -0.8973 0.5591 -0.0023
H 1.2490 -0.9865 -1.0182
H 1.0750 1.2093 -0.4519
H 0.8520 0.6930 1.2166
H -0.7998 -1.7388 0.2325
O 1.1647 -0.8436 -0.0613
O -1.4154 1.6307 -0.1164
S -1.8525 -0.9494 0.0165
*
```

Results
E_LUMO: 0.509 eV
calculated total energy: -17068.68745 eV
energy above the lowest of the compared OMol25 structures with the same formula, charge and spin: 0.583 eV

***

(9)
This record from OMol25 describes a molecular structure, C2H4O2S2. The level of theory is the ωB97M-V functional and the def2-TZVPD basis.

The geometry in ORCA input format:
```
! wB97M-V def2-TZVPD RIJCOSX def2/J DEFGRID3
* xyz 0 3
C -0.0371 -0.1616 -0.3931
C 0.4121 -0.7284 -1.7347
O 0.7083 1.2843 2.3646
O -1.6868 1.7762 2.2659
S -1.0926 -0.8904 0.6135
S -0.6719 0.8490 2.7121
H 0.6651 0.4673 0.1852
H 0.6017 0.0794 -2.4452
H -0.2585 -1.5279 -2.1990
H 1.3595 -1.1480 -1.3692
*
```

Results
expectation value of S²: 2.0112
E_LUMO (alpha / beta): -1.095 / -3.240 eV
calculated total energy: -27900.49106 eV
energy above the lowest of the compared OMol25 structures with the same formula, charge and spin: 0.000 eV

***

(10)
This record from OMol25 describes 2 unconnected molecules or ions with the total composition C2H4O3. The level of theory is the ωB97M-V functional and the def2-TZVPD basis.

The geometry in ORCA input format:
```
! wB97M-V def2-TZVPD RIJCOSX def2/J DEFGRID3
* xyz 0 1
O -1.6127 -0.9922 0.6981
C -0.8421 -1.0950 -0.2603
H -1.3612 -1.2499 -1.2845
H 0.2174 -1.3640 -0.2434
O 1.8370 0.3038 -0.5782
C 1.0726 1.0826 -0.0152
O 0.2052 0.8804 1.0003
H 1.0487 2.1602 -0.3169
H -0.5648 0.2741 1.0000
*
```

Results
E_LUMO: -0.314 eV
calculated total energy: -8279.37710 eV
energy above the lowest of the compared OMol25 structures with the same formula, charge and spin: 2.182 eV

***

(11)
This record from OMol25 describes C2H4O3 in the gas phase. The level of theory is the ωB97M-V functional and the def2-TZVPD basis.

The geometry in ORCA input format:
```
! wB97M-V def2-TZVPD RIJCOSX def2/J DEFGRID3
* xyz 0 1
C 0.1736 0.2140 -0.2391
C -1.2467 -0.1268 0.2303
O 0.9046 -0.9775 -0.2705
O 0.7749 1.1527 0.6008
O -1.9877 -0.8396 -0.3793
H 1.4010 -1.0702 -1.0811
H 1.4064 0.6625 1.1710
H -1.5080 0.3183 1.2071
H 0.0818 0.6665 -1.2393
*
```

Results
E_LUMO: 0.469 eV
calculated total energy: -8280.38349 eV
energy above the lowest of the compared OMol25 structures with the same formula, charge and spin: 1.176 eV

***

(12)
This record from OMol25 describes a gas-phase ion, C2H4O3P (charge -1). The level of theory is the ωB97M-V functional and the def2-TZVPD basis.

The geometry in ORCA input format:
```
! wB97M-V def2-TZVPD RIJCOSX def2/J DEFGRID3
* xyz -1 1
C 0.3778 -1.1959 0.1592
C 1.3019 -0.4643 0.8472
O 0.2880 -2.0742 -0.6570
O -0.8608 -0.7486 0.6926
O -3.2967 -0.3144 0.3260
P -1.9401 -0.1186 -0.2010
H 2.4191 -0.6435 0.7305
H 0.9868 0.1776 1.5245
H -1.3322 1.2573 -0.2909
H -1.5568 -0.5707 -1.4528
*
```

Results
E_LUMO: 4.303 eV
calculated total energy: -17571.11976 eV
energy above the lowest of the compared OMol25 structures with the same formula, charge and spin: 2.114 eV